<1>
This record from the OMol25 dataset describes one molecule with the formula C3H5FS. The level of theory is wB97M-V/def2-TZVPD.

Structure (ORCA input):
```
! wB97M-V def2-TZVPD RIJCOSX def2/J DEFGRID3
* xyz 0 1
C 0.2323 0.8269 0.0949
C -0.1444 -0.1796 1.1728
C 0.5382 0.0153 -0.9730
H 1.1797 1.3553 0.4533
H 0.4876 0.1167 2.1415
H -1.3400 0.1013 1.6451
H 1.4224 0.2093 -1.6936
H -0.3663 0.4318 -1.4104
F -0.7648 1.8457 -0.3513
S 0.1090 -1.4251 0.0161
*
```

Properties
- HOMO-LUMO gap (eV) = 9.847

<2>
This record from the OMol25 dataset describes C3H5FS as an isolated structure. The level of theory is wB97M-V/def2-TZVPD.

Structure (ORCA input):
```
! wB97M-V def2-TZVPD RIJCOSX def2/J DEFGRID3
* xyz 0 1
C -0.2033 1.7874 -0.1251
C 0.2459 -0.7482 -0.0893
C -0.1005 -2.0445 0.1854
H -0.8402 1.5830 0.9638
H 0.9989 1.7090 0.5726
H -0.1950 2.8495 -0.8993
H 1.0346 -0.2715 0.3804
H 0.8124 -2.6513 0.5529
F -0.9986 -2.6266 -0.3671
S -0.7543 0.4131 -1.1744
*
```

Properties
- HOMO-LUMO gap (eV) = 9.059

<1> is favored, and the nearest alternative lies 24.8 kcal/mol above it.

<1>
This record from the OMol25 dataset describes one molecule with the formula C3H5FS. The level of theory is wB97M-V/def2-TZVPD.

Structure (ORCA input):
```
! wB97M-V def2-TZVPD RIJCOSX def2/J DEFGRID3
* xyz 0 1
C 0.2129 1.2953 0.0134
C 0.6509 -0.1711 0.0080
C -0.5791 -1.2660 0.0492
H -0.0916 1.5977 1.0141
H -0.7201 1.3766 -0.7188
H 1.1407 1.7783 -0.4796
H -0.4572 -2.0938 -0.6441
H -0.6501 -1.5896 1.0182
F -1.6816 -0.3778 -0.1736
S 2.1752 -0.5495 -0.0867
*
```

Properties
- SMILES = CC(=S)CF
- HOMO-LUMO gap (eV) = 8.741

<2>
This record from the OMol25 dataset describes one molecule with the formula C3H5FS. The level of theory is wB97M-V/def2-TZVPD.

Structure (ORCA input):
```
! wB97M-V def2-TZVPD RIJCOSX def2/J DEFGRID3
* xyz 0 1
C -0.1037 0.4054 -0.2592
C 1.1125 -0.1045 -0.8591
C 0.1023 -1.0874 -0.3479
H 0.5076 2.3257 0.9888
H -0.9246 0.6749 -0.8888
H 1.2838 -0.1449 -1.9089
H 1.9851 -0.0456 -0.2229
H 0.1617 -1.7683 0.4959
F -0.7197 -1.7224 -1.2868
S -0.2001 1.1987 1.3696
*
```

Properties
- SMILES = F[C@H]1C[C@@H]1S
- HOMO-LUMO gap (eV) = 10.339

<2> is favored, and the nearest alternative lies 7.0 kcal/mol above it.

<1>
This record from the OMol25 dataset describes a 2-piece molecular cluster, CH3NO4 overall. The level of theory is wB97M-V/def2-TZVPD.

Structure (ORCA input):
```
! wB97M-V def2-TZVPD RIJCOSX def2/J DEFGRID3
* xyz 0 1
C 0.0427 1.6810 -0.6486
N 0.4190 -1.4342 0.5986
O -0.9377 -1.5442 0.3636
O 0.9144 -2.4059 1.0116
O -1.0280 1.3644 -0.2069
O 0.9394 -0.4086 0.3562
H 0.2010 1.3144 -1.7081
H 0.8948 2.1225 -0.0048
H -1.4455 -0.6893 0.2384
*
```

Properties
- SMILES = O=[N+]([O-])O.C=O
- HOMO-LUMO gap (eV) = 10.916

<2>
This record from the OMol25 dataset describes CH3NO4 as an isolated structure. The level of theory is wB97M-V/def2-TZVPD.

Structure (ORCA input):
```
! wB97M-V def2-TZVPD RIJCOSX def2/J DEFGRID3
* xyz 0 1
C -0.3003 0.1545 -0.2048
N 1.2531 0.0150 -0.1267
O 1.5153 -1.1518 -0.0840
O 1.9287 0.9960 -0.1165
O -0.7843 1.2994 0.3656
O -0.9442 -0.8329 0.3724
H -0.6334 0.3004 -1.5379
H -1.4382 0.9107 0.9105
H -0.5967 -1.6913 0.4212
*
```

Properties
- HOMO-LUMO gap (eV) = 10.618

<2> is favored, and the nearest alternative lies 19.0 kcal/mol above it.

<1>
This record from the OMol25 dataset describes one molecule with the formula C8H8OS2. The level of theory is wB97M-V/def2-TZVPD.

Structure (ORCA input):
```
! wB97M-V def2-TZVPD RIJCOSX def2/J DEFGRID3
* xyz 0 1
C 1.9103 1.6219 0.0151
C 2.7290 0.5242 0.1379
C 0.5343 1.5031 -0.0861
C 2.2198 -0.7864 0.2181
C 0.0688 0.2035 -0.0697
C 0.8636 -0.9604 0.0862
C -1.2714 -1.7069 -0.0112
C -1.4341 -0.1763 -0.0810
O 0.0856 -2.1032 -0.0700
S -2.2581 0.5724 -1.4922
S -2.2109 0.3329 1.5118
H 2.3872 2.5794 -0.0669
H 3.7843 0.7826 0.0388
H -0.2372 2.2471 0.1073
H 2.7868 -1.7676 0.3492
H -1.8278 -1.9984 0.9146
H -1.8319 -2.1851 -0.8871
H -3.4638 -0.1390 -1.8106
H -2.8344 1.4561 1.1958
*
```

Properties
- SMILES = SC1(S)COc2ccccc21
- HOMO-LUMO gap (eV) = 9.254

<2>
This record from the OMol25 dataset describes one molecule with the formula C8H8OS2. The level of theory is wB97M-V/def2-TZVPD.

Structure (ORCA input):
```
! wB97M-V def2-TZVPD RIJCOSX def2/J DEFGRID3
* xyz 0 1
C 2.6820 -0.1957 0.0000
C 2.3642 -1.4265 -0.6413
C 1.7035 0.8045 0.2897
C 1.0507 -1.6088 -1.0893
C 0.3192 0.5029 -0.0165
C 0.1125 -0.6211 -0.7302
C -0.6615 1.3200 0.7300
C -2.4372 -0.0603 0.0906
O -1.8748 0.6987 1.1067
S -3.0540 0.6694 -1.3832
S -3.3190 -1.4175 0.7680
H 3.7213 -0.0589 0.3309
H 3.2349 -2.1109 -0.7645
H 1.8950 1.7538 0.6587
H 0.9069 -2.5655 -1.4968
H -0.3141 1.5701 1.7740
H -0.7898 2.2663 0.1859
H -1.8978 1.2003 -1.6453
H -3.6420 -0.7208 1.8326
*
```

Properties
- HOMO-LUMO gap (alpha / beta) (eV) = 8.596 / 7.202

<1> is favored, and the nearest alternative lies 81.8 kcal/mol above it.